C43H62IN3O2PS | ωB97M-V with the def2-TZVPD basis set

Properties
- total charge = +1
- frontier orbital gap (eV) = 7.358
- spin multiplicity = 1
- highest occupied orbital energy (eV) = -9.6

XYZ file:
```
113
Properties=species:S:1:pos:R:3:forces:R:3:mulliken_charge:R:1
I -1.825708 1.263878 -6.473723 -0.008 0.144 0.048 0.07
S -5.890905 0.270312 -0.361092 -0.098 -0.070 0.015 0.02
P 2.818251 0.236779 3.194983 0.212 0.036 -0.257 0.92
O -2.734047 -1.566997 -5.129749 0.048 -0.360 0.401 -0.39
O -3.148948 -3.770959 -5.399508 0.650 0.691 -0.070 -0.49
N -5.822300 -0.892842 -1.467652 0.065 0.088 0.137 -0.65
N -5.063622 -2.435485 -3.765067 -0.538 0.696 0.389 -0.75
N -4.623928 1.159307 -0.768529 0.024 -0.057 0.028 -0.58
C -2.474168 -2.912502 -4.903043 -0.705 -0.856 -0.271 -0.39
C 0.071096 -3.196149 -2.093600 0.302 -0.233 -0.247 -0.97
C -3.826621 5.721327 -4.309477 -0.082 -0.261 0.190 -0.72
C -4.352182 -3.856530 -1.881415 -0.189 -0.017 0.129 -1.03
C 1.955223 -2.293536 4.357378 0.083 -0.064 0.174 -0.85
C 1.287421 1.079194 3.625771 -0.571 0.038 0.060 -1.06
C -2.534809 5.713668 -3.811483 -0.185 0.209 -0.196 -0.98
C 3.259333 0.735623 1.513393 0.030 0.274 -0.225 -1.44
C -6.525221 -4.215667 -3.174040 0.229 -0.074 -0.083 -1.40
C -2.938489 1.041983 -2.554539 0.263 0.266 0.457 -0.01
C -3.195610 -0.876964 -4.015166 0.409 0.534 -0.097 0.31
C 1.854576 3.453494 4.486146 -0.146 0.033 0.106 0.12
C -1.070405 -2.826888 -2.785558 -0.144 0.275 0.249 0.59
C 2.513742 -1.535379 3.138780 -0.388 -0.416 0.110 -0.58
C -2.870737 3.531803 -2.833617 0.152 0.214 -0.097 1.17
C 0.531490 -0.759562 -5.245945 0.306 -0.559 0.679 -1.49
C 4.251702 -3.337910 4.881701 -0.059 -0.004 0.031 -1.35
C -4.297122 -1.342397 -3.357339 0.087 -0.973 -0.166 0.35
C -5.272816 -3.419156 -2.989780 -0.219 -0.193 -0.209 0.86
C -2.049597 4.637264 -3.082553 0.312 0.067 0.210 1.30
C -1.266897 -3.258557 -4.089143 0.219 0.306 -0.088 0.48
C -4.171551 3.559847 -3.317772 -0.228 -0.125 -0.056 -0.63
C -2.323267 2.335318 -2.065254 -0.513 0.118 -0.567 -1.74
C -2.499318 0.339304 -3.644237 -0.299 -0.243 -0.038 1.18
C 3.476269 0.729285 6.603555 0.195 0.123 0.167 0.27
C -4.068659 0.563569 -1.833224 -0.061 0.031 0.045 -0.09
C -4.647566 4.637912 -4.040744 -0.041 0.269 -0.256 -0.90
C 0.836961 -4.426358 -4.021560 0.094 0.154 0.194 -0.94
C 4.292523 0.721644 4.115914 0.590 0.171 0.301 -1.03
C -0.626288 4.690109 -2.575113 -0.293 -0.314 -0.119 -1.28
C 1.788211 -0.631267 -0.178339 0.072 -0.064 0.018 0.97
C 2.950478 -2.759433 5.424881 0.074 0.148 0.070 0.05
C 1.025444 -3.989844 -2.716910 -0.066 -0.076 0.112 -0.78
C -0.302279 -4.048827 -4.707558 -0.166 -0.264 -0.054 -0.46
C 1.220573 2.596674 3.389092 0.387 0.130 -0.020 -1.05
C -4.760812 -0.610585 -2.223603 0.272 0.223 -0.199 1.59
C 0.055264 0.274171 -4.222339 0.115 0.451 -0.489 0.68
C 2.186757 0.723810 0.413264 -0.196 -0.097 -0.052 -1.01
C -1.329934 0.920037 -4.407738 -0.135 -0.186 0.091 -1.28
C 2.959970 -1.506817 -0.609589 -0.057 0.071 0.111 -0.82
C 1.012588 3.518363 5.756991 0.079 -0.014 -0.028 -1.40
C 3.813409 2.014621 7.356966 -0.114 0.005 -0.072 -1.73
C 4.551273 0.337972 5.579231 -0.251 -0.345 0.061 -0.94
H 1.747794 -1.627178 2.364007 0.089 0.163 -0.096 -0.15
H 1.166859 -1.702776 4.831157 -0.033 -0.024 -0.023 0.31
H 2.857952 3.095059 4.727522 0.000 -0.014 -0.024 -0.29
H -7.055504 -3.905683 -4.068243 0.035 -0.061 -0.087 0.39
H -4.206474 6.547648 -4.892315 0.086 0.100 -0.005 0.40
H -1.246999 2.316090 -2.205674 0.095 -0.073 0.376 0.54
H 2.594890 -2.413420 -1.085547 0.040 -0.004 -0.051 -0.17
H 4.733956 -0.735039 5.626566 -0.035 0.002 -0.067 0.11
H 0.169562 2.874434 3.293746 -0.025 -0.056 -0.011 0.63
H 1.036496 -1.570057 -4.715498 0.020 -0.042 -0.017 0.16
H -0.466762 -4.375280 -5.725248 -0.001 -0.030 -0.027 0.48
H -4.852028 2.734480 -3.157424 0.107 -0.130 0.094 0.34
H 2.495335 0.822227 6.132445 0.009 -0.019 -0.027 -0.15
H 0.761744 1.106276 -4.279493 0.017 0.038 0.125 0.78
H -7.146940 -3.980296 -2.305692 -0.055 -0.077 0.034 0.32
H -5.656922 4.640731 -4.428614 -0.066 -0.121 0.067 0.42
H 0.120043 -0.096800 -3.196922 -0.148 -0.189 0.003 -0.85
H 4.701445 1.872098 7.972901 0.030 0.009 -0.031 0.46
H 2.571419 1.340681 -0.401810 0.054 0.027 0.037 0.62
H 5.501753 0.792784 5.864503 -0.007 0.072 -0.052 0.62
H 2.453999 -3.520518 6.029109 -0.052 0.010 -0.021 0.43
H 1.511460 4.117615 6.517531 -0.020 -0.011 0.026 0.40
H 3.595425 -0.985359 -1.327632 0.021 -0.005 0.009 0.37
H 1.461236 -3.182850 3.961007 -0.010 0.046 -0.101 0.45
H 4.822743 -2.609500 4.300890 0.005 -0.008 -0.005 0.30
H 3.393925 -2.029168 2.721800 0.101 0.105 0.082 0.64
H 1.278348 -0.344078 -5.917095 -0.235 0.129 -0.241 0.47
H 0.044806 3.978489 5.554459 -0.016 -0.027 -0.006 0.41
H 4.007463 2.846106 6.675918 0.003 0.007 0.013 0.32
H -6.335771 -5.288577 -3.165253 -0.047 -0.041 -0.057 0.37
H 1.981024 4.466307 4.099804 0.015 -0.009 -0.024 0.47
H -0.576497 4.476568 -1.506833 0.038 0.131 0.076 0.27
H 4.892697 -3.660555 5.701190 0.002 -0.045 -0.012 0.40
H 1.685064 2.840913 2.430667 -0.051 -0.035 -0.030 0.26
H 1.143114 -1.181133 0.513366 0.004 -0.001 -0.007 0.24
H 4.064534 -4.203938 4.243903 0.019 0.008 -0.022 0.37
H -1.815363 -2.211674 -2.298208 0.009 0.009 -0.012 0.59
H -4.772159 -4.689974 -1.322761 -0.087 -0.017 -0.012 0.43
H 0.530852 0.600482 2.992653 0.103 -0.110 -0.034 0.65
H -1.900550 6.569577 -4.004537 0.134 -0.036 0.040 0.35
H -0.022248 3.926860 -3.074484 0.149 0.084 -0.040 0.19
H 0.988575 0.831084 4.645848 0.123 -0.036 0.021 0.77
H 0.832710 2.529066 6.184238 -0.011 0.009 0.015 0.27
H 3.580617 -1.814422 0.235218 0.027 0.011 -0.015 0.24
H -1.239606 1.929110 -4.031900 -0.026 0.107 -0.297 0.09
H 1.590045 -5.047904 -4.483891 -0.037 -0.027 -0.125 0.42
H -0.276756 -1.219435 -5.802481 -0.061 0.140 -0.178 0.38
H 3.620478 1.764629 1.610532 0.026 -0.022 0.094 0.54
H 3.161662 -1.944591 6.119012 0.038 0.007 -0.039 -0.13
H 4.395392 1.804048 3.995044 -0.207 0.011 -0.094 0.73
H -0.197221 5.666898 -2.776301 0.127 0.013 0.050 0.43
H 4.136759 0.156208 1.215205 -0.036 -0.089 0.065 0.76
H 1.164282 -0.434713 -1.052944 -0.040 0.029 0.028 -0.62
H 5.117123 0.304344 3.525139 -0.094 -0.012 -0.118 0.59
H 2.996335 2.304880 8.016902 0.015 0.027 0.007 0.39
H 1.906575 -4.295923 -2.168565 0.061 -0.028 -0.034 0.50
H -3.425643 -4.206291 -2.339131 0.104 0.108 0.111 0.19
H 1.284619 1.229140 0.767638 0.032 0.062 -0.015 0.31
H -2.566860 2.463577 -1.011224 0.174 -0.070 0.119 0.62
H -4.161312 -3.051463 -1.172126 0.195 0.056 -0.090 0.22
H 3.381476 -0.072346 7.338327 -0.042 -0.020 -0.028 0.49
H 0.240283 -2.884118 -1.072452 -0.181 0.069 0.056 0.77
```
Positions in Å, forces in eV/Å.